No. 1
Molecular formula: C14H21BrIrN2O3S4
Method: DFT, ωB97M-V/def2-TZVPD

As for the HOMO-LUMO gap (spin up / spin down): 0.253 / 0.296 Eh. The calculation puts the energy above the lowest of the compared OMol25 structures with the same formula, charge and spin at 0.0 kJ/mol. For the highest occupied orbital energy (spin up / spin down), the calculation gives -14.149 / -15.326 eV. The calculation puts the calculated total energy at -140190.284 eV.

```
! RIJCOSX wB97M-V def2-TZVPD def2/J DEFGRID3
* xyz 2 2
Ir -0.16 -0.05 -0.10
C -0.69 -2.56 1.79
C 0.00 -1.62 2.77
S -0.03 0.12 2.19
C 1.73 0.65 2.44
C 2.63 -0.23 1.59
S 2.09 -0.14 -0.15
C 2.43 -1.87 -0.64
C 1.58 -2.89 0.10
S -0.17 -2.36 0.05
H -1.77 -2.39 1.76
H -0.53 -3.60 2.07
H 1.03 -1.92 2.95
H -0.53 -1.64 3.73
H 1.96 0.52 3.50
H 1.02 2.61 2.39
H 2.62 -1.26 1.93
H 3.65 0.14 1.60
H 3.49 -2.04 -0.49
H 2.24 -1.89 -1.72
H 1.89 -3.01 1.13
H 1.64 -3.86 -0.39
C 0.47 0.33 -5.69
C -0.42 0.10 -4.50
C -1.80 -0.09 -4.62
C -2.60 -0.27 -3.50
C -1.96 -0.26 -2.28
Br -2.88 -0.44 -0.61
N -0.65 -0.09 -2.14
C 0.11 0.10 -3.22
H -0.10 0.30 -6.62
H 1.25 -0.42 -5.74
H 0.95 1.31 -5.62
H -2.25 -0.09 -5.60
H -3.67 -0.41 -3.57
H 1.16 0.31 -3.04
C -0.47 4.11 -1.00
C 0.05 2.70 -0.95
O 1.02 2.34 -1.58
O -0.64 1.90 -0.14
H -0.70 4.36 -2.03
H 0.33 4.79 -0.68
H -1.35 4.25 -0.37
O 4.07 2.22 0.93
S 3.23 2.89 1.93
N 1.75 2.03 1.99
*
```

***

No. 2
Molecular formula: C14H21BrN2O3
Method: DFT, ωB97M-V/def2-TZVPD

As for the HOMO-LUMO gap: 0.326 Eh. The calculation puts the energy above the lowest of the compared OMol25 structures with the same formula, charge and spin at 6.2 kJ/mol. For the highest occupied orbital energy, the calculation gives -8.282 eV. The calculation puts the calculated total energy at -94023.897 eV.

```
! RIJCOSX wB97M-V def2-TZVPD def2/J DEFGRID3
* xyz 0 1
C -2.92 -0.81 -2.21
C -3.13 0.40 -3.11
C -1.95 0.68 -4.05
C -0.63 0.97 -3.33
N 0.17 -0.24 -3.25
C 1.41 -0.09 -2.51
C 1.21 0.27 -1.05
C 1.37 1.59 -0.62
C 1.14 1.97 0.69
O 1.27 3.23 1.17
C 1.71 4.24 0.30
C 0.73 0.99 1.63
O 0.54 1.45 2.90
C 0.27 0.50 3.91
C -1.15 -0.08 3.84
N -2.04 0.75 3.25
O -1.43 -1.17 4.29
C 0.55 -0.31 1.21
C 0.79 -0.66 -0.11
Br 0.51 -2.48 -0.60
H -2.69 -1.70 -2.80
H -2.12 -0.64 -1.49
H -3.83 -1.02 -1.64
H -4.02 0.25 -3.71
H -3.30 1.28 -2.48
H -1.80 -0.18 -4.71
H -2.22 1.54 -4.67
H -0.05 1.69 -3.91
H -0.84 1.42 -2.35
H -0.37 -1.00 -2.86
H 1.96 -1.03 -2.59
H 2.00 0.70 -2.99
H 1.70 2.31 -1.35
H 1.76 5.15 0.90
H 2.71 4.02 -0.09
H 1.02 4.39 -0.53
H 0.36 1.05 4.85
H 0.99 -0.32 3.91
H -3.00 0.47 3.17
H -1.75 1.65 2.91
H 0.22 -1.07 1.90
*
```

***

No. 3
Molecular formula: C14H21Cl3Cs3N5O16P3
Method: DFT, ωB97M-V/def2-TZVPD

As for the HOMO-LUMO gap: 0.043 Eh. The calculation puts the energy above the lowest of the compared OMol25 structures with the same formula, charge and spin at 0.0 kJ/mol. For the highest occupied orbital energy, the calculation gives -2.028 eV. The calculation puts the calculated total energy at -122116.191 eV.

```
! RIJCOSX wB97M-V def2-TZVPD def2/J DEFGRID3
* xyz -1 1
C -3.57 -4.26 -0.83
C -3.81 -3.23 -1.85
N -2.77 -2.21 -2.06
C -2.36 -1.41 -0.90
O -2.27 -1.68 0.31
C -2.05 0.05 -1.44
C -1.55 1.29 -0.67
C -1.36 2.59 -1.53
Cl -0.73 4.10 -0.73
C -1.71 2.57 -3.08
P -1.41 4.23 -3.98
P 0.75 4.10 -4.51
O 1.33 5.45 -5.05
O 0.96 2.74 -5.62
O 1.54 3.58 -3.01
C -2.21 1.28 -3.82
O -2.53 1.27 -5.20
C -2.36 0.01 -2.97
C -2.79 -1.47 -3.33
O -3.05 -1.92 -4.49
H -4.01 -4.03 0.22
H -2.96 -5.21 -1.06
H -4.79 -3.21 -2.43
H -1.34 1.22 0.44
H -2.18 4.30 -5.19
H 1.39 1.97 -5.12
H 1.24 2.62 -2.86
H -2.21 2.13 -5.56
C -2.27 -1.83 4.56
C -1.78 -0.59 3.94
N -1.40 0.39 3.46
H -3.35 -1.93 4.44
H -1.80 -2.71 4.10
H -2.05 -1.86 5.63
O -0.20 -4.00 4.32
H 0.19 -4.18 3.46
O 2.30 2.84 -0.13
H 1.65 3.17 0.54
H 3.23 2.94 0.18
H 2.16 3.29 -1.02
Cs 2.94 1.16 -4.90
N 1.50 -1.87 6.29
O 1.96 -1.98 5.14
O 2.27 -1.59 7.25
O 0.29 -2.03 6.49
Cs 0.21 4.23 -6.77
O 5.94 6.91 -7.19
P 4.97 7.61 -8.16
O 5.71 7.98 -9.45
O 4.44 8.89 -7.50
O 3.82 6.67 -8.49
C 5.28 -3.59 7.30
O 4.36 -4.38 7.20
N 5.11 -2.25 7.32
N 6.58 -3.99 7.41
H 5.85 -1.59 7.40
H 4.14 -1.91 7.24
H 6.75 -4.98 7.40
H 7.35 -3.35 7.49
Cs 6.59 -4.65 5.02
C -7.29 -3.46 1.20
Cl -7.37 -3.98 2.89
Cl -5.75 -3.92 0.46
H -8.10 -3.93 0.65
H -7.39 -2.38 1.16
*
```

***

No. 4
Molecular formula: C14H21ClN2P2
Method: DFT, ωB97M-V/def2-TZVPD

As for the HOMO-LUMO gap: 0.325 Eh. For the highest occupied orbital energy, the calculation gives -8.240 eV. The calculation puts the calculated total energy at -48938.430 eV.

```
! RIJCOSX wB97M-V def2-TZVPD def2/J DEFGRID3
* xyz 0 1
C 3.17 -1.40 2.68
C 1.91 -1.28 1.82
P 0.51 -0.76 2.90
C -0.77 -2.10 3.00
C -0.61 -3.24 2.01
P -0.28 1.06 2.10
Cl -0.87 2.12 3.79
H 2.95 -2.02 3.55
H 3.44 -0.42 3.04
H 3.99 -1.84 2.12
H 1.69 -2.20 1.29
H 2.10 -0.52 1.06
H -0.73 -2.50 4.01
H -1.76 -1.68 2.87
H -1.37 -3.99 2.23
H 0.35 -3.75 2.10
H -0.77 -2.93 0.99
H -1.52 0.78 1.46
C 1.79 3.89 -1.45
C 1.00 3.34 -0.45
C -0.38 3.31 -0.66
N -0.97 3.78 -1.76
C -0.19 4.30 -2.70
C 1.19 4.38 -2.60
H 2.87 3.94 -1.33
H 1.42 2.95 0.46
H -1.04 2.89 0.08
H -0.71 4.67 -3.58
H 1.77 4.81 -3.40
C -1.38 -1.42 -3.48
C -2.30 -2.32 -2.97
C -2.59 -2.27 -1.62
N -2.03 -1.41 -0.77
C -1.14 -0.56 -1.28
C -0.78 -0.52 -2.62
H -1.12 -1.43 -4.54
H -2.79 -3.04 -3.61
H -3.31 -2.95 -1.18
H -0.70 0.13 -0.57
H -0.05 0.20 -2.97
*
```

***

No. 5
Molecular formula: C14H21N2O2
Method: DFT, ωB97M-V/def2-TZVPD

As for the HOMO-LUMO gap: 0.163 Eh. The calculation puts the energy above the lowest of the compared OMol25 structures with the same formula, charge and spin at 0.0 kJ/mol. For the highest occupied orbital energy, the calculation gives -1.753 eV. The calculation puts the calculated total energy at -21932.533 eV.

```
! RIJCOSX wB97M-V def2-TZVPD def2/J DEFGRID3
* xyz -1 1
C 3.02 -0.87 -0.43
N 1.98 0.00 -0.97
C 2.41 1.38 -1.15
C 1.34 -0.53 -2.12
O 1.86 -1.39 -2.82
C -0.05 0.00 -2.42
N -1.00 -0.61 -1.54
C -2.20 -1.01 -2.20
C -3.44 -0.46 -1.52
C -4.30 -1.29 -0.88
C -5.43 -0.76 -0.29
C -5.66 0.57 -0.34
C -4.79 1.42 -0.98
C -3.68 0.89 -1.56
H 2.56 -1.62 0.22
H 3.67 -0.29 0.21
H 3.59 -1.41 -1.19
H 3.07 1.53 -2.01
H 2.91 1.71 -0.24
H 1.53 2.01 -1.26
H -0.03 1.12 -2.29
H -0.21 -0.19 -3.49
H -2.31 -2.12 -2.18
H -2.23 -0.74 -3.27
H -4.09 -2.35 -0.84
H -6.13 -1.43 0.20
H -6.55 0.98 0.13
H -4.99 2.48 -1.04
H -2.98 1.54 -2.07
C 4.01 -0.88 3.92
C 3.56 0.48 3.45
O 4.23 1.15 2.70
C 2.23 0.98 3.95
H 4.98 -1.10 3.48
H 4.11 -0.88 5.01
H 3.30 -1.64 3.61
H 2.24 1.06 5.04
H 1.43 0.30 3.64
H 2.03 1.96 3.53
*
```

***

No. 6
Molecular formula: C14H21N3OS
Method: DFT, ωB97M-V/def2-TZVPD

As for the HOMO-LUMO gap: 0.313 Eh. The calculation puts the energy above the lowest of the compared OMol25 structures with the same formula, charge and spin at 0.0 kJ/mol. For the highest occupied orbital energy, the calculation gives -7.764 eV. The calculation puts the calculated total energy at -32213.339 eV.

```
! RIJCOSX wB97M-V def2-TZVPD def2/J DEFGRID3
* xyz 0 1
C -4.45 -1.16 -0.74
C -3.21 -0.80 0.08
C -2.92 -1.90 1.10
C -3.45 0.52 0.84
N -3.33 1.70 0.01
C -2.16 2.34 -0.25
O -2.13 3.49 -0.66
C -0.98 1.50 -0.03
S 0.56 2.11 0.51
C 1.18 0.46 0.37
N 2.43 0.15 0.76
C 3.44 1.17 0.97
C 4.26 1.38 -0.30
C 4.88 0.05 -0.74
C 3.79 -1.00 -0.91
C 2.98 -1.14 0.37
N 0.32 -0.40 -0.06
C -0.89 0.16 -0.29
C -2.01 -0.64 -0.87
H -4.72 -0.34 -1.40
H -4.27 -2.05 -1.34
H -5.29 -1.37 -0.08
H -2.86 -2.87 0.61
H -3.70 -1.94 1.86
H -1.97 -1.71 1.60
H -4.44 0.51 1.28
H -2.72 0.59 1.65
H -4.16 2.25 -0.17
H 2.95 2.09 1.28
H 4.09 0.82 1.78
H 5.03 2.12 -0.11
H 3.60 1.76 -1.09
H 5.43 0.19 -1.67
H 5.59 -0.28 0.02
H 4.23 -1.97 -1.17
H 3.12 -0.71 -1.72
H 2.14 -1.83 0.24
H 3.62 -1.49 1.19
H -2.35 -0.14 -1.78
H -1.62 -1.63 -1.14
*
```

***

No. 7
Molecular formula: C14H21N4OPdS6
Method: DFT, ωB97M-V/def2-TZVPD

As for the HOMO-LUMO gap (spin up / spin down): 0.249 / 0.206 Eh. For the highest occupied orbital energy (spin up / spin down), the calculation gives -3.942 / -4.234 eV. The calculation puts the calculated total energy at -91362.146 eV.

```
! RIJCOSX wB97M-V def2-TZVPD def2/J DEFGRID3
* xyz -1 3
Pd -1.38 -0.14 1.57
S -0.58 -0.31 3.91
S -1.12 -2.01 4.73
S -2.36 -3.23 3.41
S -2.80 -2.31 1.73
C 2.15 0.63 -3.77
C 1.34 -0.65 -3.58
N 0.03 -0.42 -2.97
C -1.11 -0.22 -3.85
C -1.40 1.25 -4.17
C -0.06 -0.35 -1.60
S -1.62 -0.06 -0.93
N 1.09 -0.43 -0.96
C 1.29 -0.80 0.32
O 0.51 -1.42 1.05
C 2.64 -0.45 0.85
C 3.70 -0.12 0.01
C 4.96 0.15 0.53
C 5.16 0.11 1.91
C 4.11 -0.20 2.75
C 2.85 -0.48 2.23
H 3.17 0.39 -4.07
H 2.18 1.18 -2.83
H 1.71 1.27 -4.54
H 1.89 -1.33 -2.93
H 1.18 -1.15 -4.53
H -1.98 -0.65 -3.37
H -0.91 -0.76 -4.77
H -1.64 1.78 -3.25
H -2.25 1.32 -4.84
H -0.54 1.73 -4.63
H 3.53 -0.09 -1.06
H 5.78 0.39 -0.13
H 6.14 0.32 2.31
H 4.26 -0.23 3.82
H 2.02 -0.73 2.87
C -4.47 0.17 3.76
N -3.47 1.13 3.33
C -3.06 1.23 2.02
N -4.03 0.96 1.06
S -1.79 2.33 1.66
H -4.70 0.37 4.81
H -4.14 -0.87 3.66
H -5.39 0.30 3.18
H -2.71 1.26 3.97
H -4.48 0.06 1.17
H -3.69 1.10 0.13
*
```

***

No. 8
Molecular formula: C14H21N7
Method: DFT, ωB97M-V/def2-TZVPD

As for the HOMO-LUMO gap: 0.434 Eh. The calculation puts the energy above the lowest of the compared OMol25 structures with the same formula, charge and spin at 150.6 kJ/mol. For the highest occupied orbital energy, the calculation gives -11.493 eV. The calculation puts the calculated total energy at -25285.715 eV.

```
! RIJCOSX wB97M-V def2-TZVPD def2/J DEFGRID3
* xyz 0 1
C 4.39 0.81 -6.37
C 3.61 -0.43 -6.15
N 3.01 -1.43 -5.96
H 3.84 1.29 -7.19
H 5.38 0.61 -6.79
H 4.37 1.36 -5.43
C 1.46 -2.04 0.03
C 2.09 -0.70 -0.03
N 2.63 0.33 -0.02
H 0.37 -1.93 -0.02
H 1.56 -2.49 1.02
H 1.96 -2.63 -0.74
C 2.85 7.26 0.80
C 2.67 7.30 2.23
N 2.61 7.38 3.37
H 1.96 7.60 0.26
H 3.06 6.21 0.60
H 3.77 7.82 0.63
C 8.51 3.53 1.11
C 8.76 3.05 -0.24
N 8.93 2.70 -1.29
H 7.62 3.03 1.47
H 8.40 4.60 0.91
H 9.36 3.27 1.74
C -4.76 -8.84 -0.38
C -3.68 -7.89 -0.63
N -2.81 -7.17 -0.87
H -4.66 -9.42 0.54
H -4.82 -9.50 -1.26
H -5.65 -8.23 -0.29
C -6.82 -3.02 0.76
C -7.91 -3.55 1.62
N -8.77 -3.97 2.28
H -5.85 -3.17 1.24
H -6.93 -2.01 0.37
H -6.80 -3.77 -0.04
C -6.11 2.58 3.91
C -4.77 1.97 3.61
N -3.74 1.50 3.43
H -6.71 1.74 4.26
H -6.53 2.87 2.94
H -5.83 3.36 4.61
*
```